## P
{
  "formula": "C16H17NO",
  "method": "ωB97M-V/def2-TZVPD",
  "elements": ["C", "C", "C", "N", "C", "C", "C", "C", "C", "C", "H", "H", "H", "H", "H", "H", "H", "H", "H", "C", "C", "C", "C", "C", "O", "C", "C", "H", "H", "H", "H", "H", "H", "H", "H"],
  "positions_angstrom": [[-2.721, -2.423, -0.097], [-3.271, -1.257, 0.631], [-4.548, -0.912, 0.943], [-4.561, 0.207, 1.733], [-3.264, 0.591, 1.986], [-2.795, 1.661, 2.741], [-1.427, 1.765, 2.911], [-0.579, 0.807, 2.318], [-1.035, -0.189, 1.494], [-2.426, -0.348, 1.366], [-1.727, -2.273, -0.521], [-3.324, -2.905, -0.864], [-2.421, -3.230, 0.597], [-5.389, -1.505, 0.617], [-5.344, 0.678, 2.144], [-3.515, 2.352, 3.167], [-1.021, 2.593, 3.476], [0.474, 1.008, 2.480], [-0.436, -0.913, 0.964], [4.283, 2.120, -0.635], [3.464, 1.020, -1.249], [2.496, 1.253, -2.211], [1.786, 0.226, -2.849], [2.164, -1.066, -2.558], [1.475, -2.144, -3.112], [3.156, -1.366, -1.630], [3.843, -0.316, -1.052], [4.200, 2.119, 0.441], [3.978, 3.124, -0.931], [5.331, 1.951, -0.886], [2.160, 2.264, -2.410], [1.119, 0.491, -3.656], [1.989, -2.539, -3.818], [3.329, -2.376, -1.283], [4.555, -0.466, -0.249]],
  "total_charge": 0,
  "lumo_ev": 0.865,
  "homo_lumo_gap_ha": 0.3141,
  "multiplicity": 1
}

***

## Q
{
  "formula": "C16H17NO",
  "method": "ωB97M-V/def2-TZVPD",
  "elements": ["C", "C", "C", "N", "C", "C", "C", "C", "C", "C", "H", "H", "H", "H", "H", "H", "H", "H", "H", "C", "C", "C", "C", "C", "O", "C", "C", "H", "H", "H", "H", "H", "H", "H", "H"],
  "positions_angstrom": [[1.688, 2.041, 1.617], [0.755, 0.917, 1.949], [-0.094, 0.775, 2.962], [-0.572, -0.562, 3.081], [0.038, -1.339, 2.220], [-0.171, -2.648, 1.920], [0.583, -3.115, 0.890], [1.568, -2.372, 0.105], [1.775, -1.024, 0.484], [0.956, -0.486, 1.488], [1.759, 1.936, 0.479], [2.684, 2.019, 2.062], [1.169, 3.147, 1.815], [-0.553, 1.479, 3.755], [-1.380, -0.781, 3.607], [-0.787, -3.313, 2.505], [0.540, -4.157, 0.621], [2.076, -2.984, -0.600], [2.413, -0.313, -0.095], [-3.125, -0.211, -1.353], [-1.796, 0.339, -1.530], [-1.365, 1.604, -1.240], [-0.075, 2.065, -1.397], [0.691, 1.340, -2.276], [2.016, 1.653, -2.387], [0.337, 0.020, -2.833], [-0.845, -0.516, -2.360], [-3.253, -1.085, -0.719], [-3.406, -0.567, -2.428], [-3.941, 0.353, -0.944], [-2.133, 2.494, -0.867], [0.301, 3.076, -1.235], [2.284, 2.078, -3.222], [1.197, -0.437, -3.318], [-1.332, -1.423, -2.756]],
  "total_charge": 0,
  "lumo_ev": 0.836,
  "homo_lumo_gap_ha": 0.3167,
  "multiplicity": 1
}

***

Last place for stability: Q

***

## P
{
  "formula": "C3H6INO2S",
  "method": "ωB97M-V/def2-TZVPD",
  "elements": ["C", "C", "C", "N", "O", "O", "S", "I", "H", "H", "H", "H", "H", "H"],
  "positions_angstrom": [[0.522, 1.800, -0.478], [-0.790, 2.059, -1.136], [-0.071, -2.803, 1.113], [0.767, -0.829, -0.206], [1.532, 2.396, -0.518], [-1.204, 0.126, 0.988], [0.227, 0.360, 0.835], [2.714, -0.719, -0.610], [-0.599, 2.065, -2.204], [-1.558, 1.240, -0.801], [-1.204, 3.086, -0.823], [0.822, -3.445, 1.543], [-0.541, -2.213, 1.980], [-0.616, -3.122, 0.316]],
  "total_charge": 0,
  "lumo_ev": [-0.437, -1.700],
  "homo_lumo_gap_ha": [0.2988, 0.2429],
  "multiplicity": 1
}

***

## Q
{
  "formula": "C3H6INO2S",
  "method": "ωB97M-V/def2-TZVPD",
  "elements": ["C", "C", "C", "N", "O", "O", "S", "I", "H", "H", "H", "H", "H", "H"],
  "positions_angstrom": [[0.253, -0.772, 0.981], [-0.568, -1.047, -0.290], [0.392, -1.702, 1.991], [0.949, 0.430, 1.165], [1.605, 2.769, 0.866], [-0.047, 1.668, -2.633], [0.529, 1.818, 0.569], [-2.534, -0.225, 0.012], [-0.567, -2.114, -0.373], [-0.484, 2.458, -2.824], [-0.028, -0.622, -1.157], [-0.292, 1.074, -3.340], [1.155, -1.329, 2.686], [-0.361, -2.405, 2.348]],
  "total_charge": 0,
  "lumo_ev": [-0.933, -0.933],
  "homo_lumo_gap_ha": [0.2903, 0.2903],
  "multiplicity": 1
}

***

Last place for stability: P

***

## P
{
  "formula": "C2H3ClFNO",
  "method": "ωB97M-V/def2-TZVPD",
  "elements": ["O", "N", "C", "C", "F", "Cl", "H", "H", "H"],
  "positions_angstrom": [[1.767, 0.854, 1.134], [0.778, -0.001, 0.833], [0.077, 0.381, -0.125], [-0.797, -0.575, -0.777], [-0.518, -0.761, -2.074], [-2.454, -0.201, -0.476], [2.159, 0.468, 1.923], [-0.235, 1.453, -0.209], [-0.776, -1.619, -0.229]],
  "total_charge": 0,
  "lumo_ev": 0.597,
  "homo_lumo_gap_ha": 0.3922,
  "multiplicity": 1
}

***

## Q
{
  "formula": "C2H3ClFNO",
  "method": "ωB97M-V/def2-TZVPD",
  "elements": ["N", "C", "O", "C", "F", "Cl", "H", "H", "H"],
  "positions_angstrom": [[0.679, -1.195, -0.138], [0.743, 0.180, -0.007], [1.726, 0.818, -0.149], [-0.708, 0.739, 0.267], [-0.889, 1.945, -0.344], [-2.121, -0.246, -0.139], [1.580, -1.699, -0.343], [-0.239, -1.558, -0.454], [-0.771, 1.014, 1.306]],
  "total_charge": 0,
  "lumo_ev": 0.741,
  "homo_lumo_gap_ha": 0.4135,
  "multiplicity": 1
}

***

Last place for stability: P

***

## P
{
  "formula": "C11H44N22O11",
  "method": "ωB97M-V/def2-TZVPD",
  "elements": ["N", "C", "N", "O", "H", "H", "H", "H", "N", "C", "N", "O", "H", "H", "H", "H", "N", "C", "N", "O", "H", "H", "H", "H", "N", "C", "N", "O", "H", "H", "H", "H", "N", "C", "N", "O", "H", "H", "H", "H", "N", "C", "N", "O", "H", "H", "H", "H", "N", "C", "N", "O", "H", "H", "H", "H", "N", "C", "N", "O", "H", "H", "H", "H", "N", "C", "N", "O", "H", "H", "H", "H", "N", "C", "N", "O", "H", "H", "H", "H", "N", "C", "N", "O", "H", "H", "H", "H"],
  "positions_angstrom": [[1.303, 12.800, -11.358], [2.024, 11.834, -11.935], [3.161, 11.699, -11.212], [1.716, 11.138, -12.885], [0.550, 13.264, -11.853], [1.676, 13.316, -10.578], [3.763, 12.405, -10.830], [3.598, 10.791, -11.247], [-2.860, 15.729, -8.349], [-2.785, 17.041, -8.117], [-2.492, 17.337, -6.847], [-2.990, 17.949, -8.925], [-2.428, 15.021, -7.779], [-3.101, 15.411, -9.282], [-2.820, 18.208, -6.461], [-2.417, 16.638, -6.125], [0.356, 15.319, -9.007], [1.514, 14.750, -8.599], [2.456, 14.824, -9.549], [1.643, 14.083, -7.584], [-0.245, 15.848, -8.394], [0.335, 15.706, -9.939], [2.292, 15.643, -10.112], [3.374, 14.446, -9.394], [-8.313, 12.715, -9.893], [-8.399, 12.961, -11.218], [-9.579, 13.606, -11.498], [-7.550, 12.611, -12.022], [-7.542, 12.104, -9.655], [-8.789, 13.047, -9.073], [-9.861, 13.977, -12.385], [-10.185, 13.510, -10.704], [-6.584, 17.555, -12.809], [-6.425, 16.615, -11.839], [-5.319, 15.898, -12.042], [-7.194, 16.570, -10.882], [-7.114, 18.399, -12.692], [-5.901, 17.578, -13.543], [-4.947, 16.020, -12.965], [-5.086, 15.035, -11.564], [1.137, 11.062, -8.613], [0.163, 10.310, -9.126], [0.534, 9.194, -9.761], [-1.060, 10.565, -8.975], [0.957, 11.689, -7.844], [2.101, 10.799, -8.728], [1.469, 9.074, -10.108], [-0.186, 8.542, -10.055], [-1.999, 12.811, -10.196], [-3.290, 13.103, -10.120], [-3.948, 12.006, -9.614], [-3.806, 14.147, -10.536], [-1.467, 11.951, -10.193], [-1.476, 13.621, -10.500], [-4.949, 11.916, -9.585], [-3.359, 11.472, -8.994], [-3.528, 6.328, -10.106], [-2.585, 7.296, -9.879], [-2.866, 8.058, -8.776], [-1.567, 7.388, -10.543], [-4.506, 6.530, -9.982], [-3.303, 5.646, -10.810], [-3.827, 8.122, -8.484], [-2.330, 8.890, -8.567], [-9.098, 9.941, -8.573], [-7.835, 9.485, -8.734], [-7.799, 8.264, -8.079], [-6.860, 10.158, -9.019], [-9.186, 10.943, -8.632], [-9.898, 9.414, -8.289], [-8.658, 7.814, -7.843], [-6.888, 7.994, -7.745], [-1.863, 16.089, -11.639], [-1.036, 15.484, -12.482], [0.130, 16.240, -12.557], [-1.065, 14.360, -12.971], [-2.772, 15.706, -11.402], [-1.595, 16.977, -11.261], [0.174, 17.092, -12.029], [0.965, 16.006, -13.065], [-6.608, 12.500, -4.899], [-5.579, 12.554, -5.804], [-5.980, 12.207, -7.034], [-4.413, 12.732, -5.471], [-6.253, 12.633, -3.962], [-7.385, 13.110, -5.106], [-6.915, 11.893, -7.212], [-5.371, 12.389, -7.816]],
  "total_charge": 0,
  "lumo_ev": 0.122,
  "homo_lumo_gap_ha": 0.3374,
  "multiplicity": 1
}

***

## Q
{
  "formula": "C11H44N22O11",
  "method": "ωB97M-V/def2-TZVPD",
  "elements": ["N", "C", "N", "O", "H", "H", "H", "H", "N", "C", "N", "O", "H", "H", "H", "H", "N", "C", "N", "O", "H", "H", "H", "H", "N", "C", "N", "O", "H", "H", "H", "H", "N", "C", "N", "O", "H", "H", "H", "H", "N", "C", "N", "O", "H", "H", "H", "H", "N", "C", "N", "O", "H", "H", "H", "H", "N", "C", "N", "O", "H", "H", "H", "H", "N", "C", "N", "O", "H", "H", "H", "H", "N", "C", "N", "O", "H", "H", "H", "H", "N", "C", "N", "O", "H", "H", "H", "H"],
  "positions_angstrom": [[14.213, 9.050, -23.824], [14.650, 10.261, -23.471], [13.726, 11.014, -23.054], [15.796, 10.622, -23.645], [14.896, 8.444, -24.255], [13.319, 8.601, -23.687], [13.695, 12.019, -22.956], [12.831, 10.547, -23.077], [9.703, 20.662, -19.175], [10.948, 20.236, -19.184], [11.636, 20.516, -18.152], [11.416, 19.551, -20.069], [9.395, 21.207, -18.382], [9.074, 20.303, -19.879], [11.187, 21.070, -17.436], [12.602, 20.223, -18.134], [4.414, 19.859, -25.593], [4.531, 18.798, -24.860], [5.626, 18.710, -24.174], [3.690, 17.896, -24.977], [3.573, 20.035, -26.124], [5.209, 20.479, -25.524], [6.277, 19.468, -24.319], [5.900, 17.954, -23.562], [15.421, 11.110, -29.798], [15.095, 10.607, -30.979], [16.123, 10.172, -31.611], [13.975, 10.635, -31.486], [16.121, 10.510, -29.386], [14.717, 11.694, -29.369], [15.920, 10.002, -32.585], [17.016, 9.944, -31.199], [1.934, 11.621, -27.973], [3.187, 11.237, -28.092], [3.744, 11.221, -26.960], [3.690, 11.089, -29.179], [1.479, 11.628, -27.071], [1.385, 11.794, -28.803], [3.139, 11.268, -26.153], [4.738, 11.039, -26.947], [7.657, 7.057, -28.695], [7.912, 6.589, -27.517], [7.275, 5.511, -27.086], [8.583, 7.192, -26.693], [7.014, 6.737, -29.406], [8.172, 7.894, -28.926], [6.425, 5.254, -27.568], [7.607, 5.108, -26.222], [8.627, 14.196, -32.976], [7.742, 13.306, -33.401], [8.105, 12.087, -33.379], [6.635, 13.632, -33.574], [8.295, 15.150, -33.004], [9.505, 13.843, -32.623], [7.597, 11.234, -33.564], [9.087, 11.936, -33.194], [6.833, 21.415, -30.324], [7.553, 20.376, -30.560], [8.349, 20.068, -29.536], [7.419, 19.786, -31.580], [6.153, 21.772, -30.981], [6.959, 21.869, -29.431], [8.108, 20.659, -28.753], [8.946, 19.256, -29.467], [10.301, 24.070, -24.030], [10.079, 23.228, -24.985], [11.180, 22.691, -25.448], [8.988, 22.956, -25.461], [11.226, 24.452, -23.893], [9.546, 24.674, -23.738], [11.063, 21.866, -26.020], [11.938, 22.597, -24.787], [10.016, 14.066, -26.428], [10.603, 15.080, -25.838], [10.289, 15.095, -24.617], [10.981, 16.042, -26.350], [9.500, 13.268, -26.087], [9.979, 14.117, -27.436], [10.276, 15.939, -24.061], [9.976, 14.201, -24.265], [6.401, 9.384, -21.985], [6.881, 10.521, -21.521], [6.078, 11.015, -20.596], [7.784, 11.065, -22.113], [6.832, 9.135, -22.863], [5.421, 9.157, -21.895], [6.441, 11.586, -19.846], [5.101, 10.952, -20.846]],
  "total_charge": 0,
  "lumo_ev": 0.011,
  "homo_lumo_gap_ha": 0.3310,
  "multiplicity": 1
}

***

Last place for stability: Q